Computed, not measured: C4H6B3F15O2Pt as an isolated structure, with ωB97M-V/def2-TZVPD.

Geometry (Å):
F 20.567 24.055 -13.221
F 19.269 20.727 -10.160
Pt 22.610 22.617 -13.202
F 25.290 21.175 -12.342
H 23.439 20.385 -8.568
F 20.686 21.028 -15.122
C 24.763 19.267 -9.800
F 22.118 22.729 -15.482
H 24.722 18.575 -10.644
F 20.794 26.334 -13.196
O 21.355 21.506 -11.818
F 22.934 20.806 -14.512
H 21.685 21.884 -9.893
F 26.493 23.111 -12.184
B 25.250 22.572 -12.465
C 21.565 21.051 -10.626
B 22.016 21.284 -15.503
H 25.418 20.105 -10.027
F 22.252 20.658 -16.719
H 25.231 18.692 -8.991
H 22.735 18.910 -9.179
F 20.334 18.980 -10.804
F 20.649 19.780 -8.801
C 20.478 20.115 -10.090
B 21.355 25.124 -12.747
F 24.851 22.833 -13.836
O 22.879 20.388 -10.608
F 21.358 25.141 -11.344
F 24.220 23.061 -11.600
F 22.686 24.913 -13.228
C 23.370 19.755 -9.473

Summary:
- frontier orbital gap (alpha / beta) (eV) = 8.466 / 8.090
- HOMO level (alpha / beta) (eV) = -3.23 / -3.13
- lowest unoccupied orbital energy (alpha / beta) (eV) = 5.24 / 4.96
- expectation value of S² = 2.002
- relative energy (zero: lowest compared OMol25 entry of this formula, charge and spin) (kJ/mol) = 25.6
- total charge = -2
- 2S+1 = 3

Atom charges from the Löwdin analysis, given in e for atoms 1 to 6: 0.068, 0.118, 1.504, 0.107, 0.118, 0.099